Computed, not measured: a single C4H12N2O2 molecule, with ωB97M-V/def2-TZVPD.

Each line ends with the Mulliken charge.
Element x y z (Å)
C (-1.1794, -1.0503, -0.0271)  -0.748
N (0.0122, -1.9947, 0.2910)  -0.393
C (0.8240, -2.4568, -0.9270)  -0.177
O (2.0612, -1.7315, -1.0627)  -0.547
C (-0.7464, 0.5018, -0.1532)  -0.446
N (-0.1836, 1.0831, 1.1092)  -0.324
C (0.4137, 2.3989, 0.9401)  -0.339
O (-0.6357, 3.1026, 0.4431)  -0.550
H (-1.9236, -1.2874, -0.9593)  0.270
H (-1.7786, -1.2101, 0.8026)  0.417
H (0.5684, -1.6002, 0.9460)  0.268
H (0.3339, -2.3779, -2.0019)  0.185
H (1.2090, -3.4789, -0.7714)  0.259
H (2.0735, -0.8072, -0.8267)  0.305
H (0.0844, 0.6028, -0.8770)  0.337
H (-1.5963, 1.1965, -0.4810)  0.305
H (-0.9153, 0.9080, 1.7457)  0.235
H (1.2523, 2.2361, 0.3359)  0.280
H (0.7288, 2.6785, 1.9914)  0.314
H (-0.6024, 3.2867, -0.5177)  0.347

As for the SMILES: OCNCCNCO. As for the gap between HOMO and LUMO: 0.349 Eh. The LUMO energy is 0.0247 Ha. As for the HOMO energy: -0.3246 Eh. The energy above the lowest of the compared OMol25 structures with the same formula, charge and spin is 100.26 kcal/mol.

Computed, not measured: 2 unconnected molecules or ions with the total composition C4H12N2O2, with ωB97M-V/def2-TZVPD.

Each line ends with the Mulliken charge.
Element x y z (Å)
N (-1.4782, 0.8912, -0.1368)  -0.665
C (-0.9460, -0.4689, -0.0919)  0.557
C (-1.2931, -1.1763, 1.2242)  -1.534
C (0.5764, -0.3618, -0.1991)  0.192
N (1.2286, -0.7610, -1.3598)  -0.179
C (0.4350, -0.7044, -2.5797)  -0.988
O (1.2596, -0.0200, 0.7594)  -0.717
H (-1.0680, 1.5293, 0.5378)  0.275
H (-2.4728, 0.9627, 0.0204)  0.243
H (-1.3671, -0.8978, -1.0057)  0.447
H (-1.8536, -0.5180, 1.9058)  0.354
H (-0.5259, -1.6128, 1.8304)  0.346
H (-2.0414, -1.9539, 1.0711)  0.382
H (2.2092, -0.5795, -1.2224)  0.299
H (-0.1251, 0.2111, -2.7004)  0.363
H (1.0941, -0.6406, -3.4621)  0.373
H (-0.1307, -1.6290, -2.7021)  0.287
H (1.0762, 2.7259, 2.1001)  0.299
H (0.5866, 1.2088, 1.9147)  0.363
O (0.3046, 2.1464, 2.0136)  -0.698

As for the SMILES: CNC(=O)[C@@H](C)N.O. As for the gap between HOMO and LUMO: 0.372 Eh. The LUMO energy is 0.0334 Ha. As for the HOMO energy: -0.3387 Eh. The energy above the lowest of the compared OMol25 structures with the same formula, charge and spin is 33.32 kcal/mol.

Computed, not measured: 2 unconnected molecules or ions with the total composition C4H12N2O2, with ωB97M-V/def2-TZVPD.

Each line ends with the Mulliken charge.
Element x y z (Å)
O (-1.7557, -1.2128, 0.4725)  -0.412
C (-0.6873, -1.0053, 1.2916)  -0.350
C (-0.0843, 0.6031, 1.0088)  0.300
C (0.4310, 1.2914, 2.2254)  -1.192
N (0.5584, 0.7217, -0.1575)  -0.208
C (1.0770, -0.4613, -1.0009)  -0.553
N (0.9642, -0.1684, -2.3493)  -0.571
H (-0.8747, -1.2320, 2.3382)  0.391
H (0.4211, -0.8970, 1.1658)  0.319
H (1.2105, 0.6490, 2.6516)  0.296
H (0.8384, 2.2625, 1.9480)  0.398
H (-0.3888, 1.3705, 2.9272)  0.361
H (0.0519, 1.3050, -0.8233)  0.401
H (0.4807, -1.3443, -0.7883)  0.455
H (2.0997, -0.6797, -0.6750)  0.327
H (-0.0688, -0.1294, -2.5143)  0.318
H (1.5260, 0.5775, -2.7175)  0.222
H (-1.6985, -0.5646, -0.2612)  0.336
H (-2.5268, -0.4946, -2.3680)  0.165
O (-1.5740, -0.5911, -2.3737)  -1.002

As for the gap between HOMO and LUMO: 0.191 Eh. The LUMO energy is -0.0814 Ha. As for the HOMO energy: -0.2728 Eh. The energy above the lowest of the compared OMol25 structures with the same formula, charge and spin is 193.21 kcal/mol.

Computed, not measured: a single C4H12N2O2 molecule, with ωB97M-V/def2-TZVPD.

Each line ends with the Mulliken charge.
Element x y z (Å)
C (-0.1774, -0.1564, 1.1730)  -0.178
C (0.2459, 0.2148, -1.1970)  -0.481
C (-0.0992, 1.2584, -2.2701)  -0.743
C (0.5810, -2.3942, 1.9022)  -0.700
N (-0.6149, 0.4062, -0.0380)  -0.082
N (0.0125, 2.6339, -1.8221)  -0.613
O (-0.3777, -1.6566, 1.1794)  -0.391
O (-0.9277, 0.2523, 2.2451)  -0.543
H (-1.7142, -0.3550, 2.1686)  0.378
H (-1.5731, 0.1370, -0.2389)  0.240
H (0.8822, 0.0637, 1.3578)  0.421
H (0.9655, 2.8321, -1.5340)  0.240
H (-0.5765, 2.7639, -1.0053)  0.286
H (0.1676, -0.8013, -1.6071)  0.250
H (1.2774, 0.3689, -0.8653)  0.357
H (-1.1279, 1.1006, -2.6073)  0.337
H (0.5613, 1.1166, -3.1294)  0.387
H (0.2831, -3.4403, 1.8762)  0.242
H (1.5810, -2.2851, 1.4686)  0.274
H (0.6312, -2.0595, 2.9436)  0.321

As for the SMILES: CO[C@H](O)NCCN. As for the gap between HOMO and LUMO: 0.374 Eh. The LUMO energy is 0.0341 Ha. As for the HOMO energy: -0.3400 Eh. The energy above the lowest of the compared OMol25 structures with the same formula, charge and spin is 49.03 kcal/mol.